Record 1
{
  "formula": "C21H46IIrN3O7P2S",
  "method": "ωB97M-V with the def2-TZVPD basis set",
  "elements": ["Ir", "C", "C", "C", "O", "P", "O", "C", "P", "O", "O", "C", "C", "C", "O", "C", "C", "C", "O", "C", "C", "C", "H", "H", "H", "H", "H", "H", "H", "H", "H", "H", "H", "H", "H", "H", "H", "H", "H", "H", "H", "H", "H", "H", "H", "H", "H", "H", "H", "H", "H", "H", "S", "N", "C", "O", "C", "I", "H", "H", "H", "H", "C", "C", "N", "C", "C", "N", "C", "C", "H", "H", "H", "H", "H", "H", "H", "H", "H", "H", "H", "H"],
  "positions_angstrom": [[1.620, 0.539, -1.282], [-2.488, 3.112, -0.865], [-3.049, 1.808, -1.405], [-4.469, 1.541, -0.945], [-2.199, 0.662, -1.061], [-1.458, 0.378, 0.289], [-0.069, 0.910, 0.393], [-1.506, -1.434, 0.369], [-0.404, -2.093, -0.920], [0.963, -1.507, -0.754], [-0.976, -1.693, -2.322], [-1.931, -2.420, -3.177], [-1.252, -3.615, -3.825], [-3.189, -2.803, -2.421], [-0.439, -3.653, -0.882], [0.094, -4.582, 0.118], [1.351, -4.053, 0.785], [-0.991, -4.919, 1.127], [-2.416, 0.920, 1.407], [-2.020, 1.076, 2.803], [-2.974, 0.266, 3.661], [-2.045, 2.554, 3.145], [-2.970, 3.950, -1.366], [-1.412, 3.165, -1.041], [-2.673, 3.197, 0.204], [-3.013, 1.815, -2.496], [-4.511, 1.477, 0.140], [-4.834, 0.607, -1.372], [-5.123, 2.346, -1.277], [-2.532, -1.779, 0.255], [-1.118, -1.753, 1.338], [-2.171, -1.676, -3.939], [-1.090, -4.407, -3.100], [-0.290, -3.318, -4.240], [-1.872, -4.000, -4.632], [-2.962, -3.530, -1.641], [-3.892, -3.258, -3.116], [-3.660, -1.924, -1.982], [0.340, -5.467, -0.471], [1.122, -3.154, 1.361], [2.102, -3.806, 0.036], [1.751, -4.808, 1.457], [-1.121, -4.111, 1.849], [-0.721, -5.824, 1.667], [-1.941, -5.096, 0.623], [-0.999, 0.696, 2.913], [-3.992, 0.635, 3.542], [-2.691, 0.359, 4.708], [-2.955, -0.787, 3.381], [-3.041, 2.963, 2.979], [-1.333, 3.095, 2.523], [-1.784, 2.691, 4.193], [3.449, -0.016, -2.535], [1.704, 4.803, -2.738], [1.607, 3.481, -2.652], [1.916, 2.881, -1.615], [1.131, 2.785, -3.907], [-0.037, 1.041, -3.417], [2.073, 5.324, -1.956], [1.484, 5.312, -3.578], [1.997, 2.428, -4.463], [0.523, 3.429, -4.537], [4.530, 0.798, 0.398], [5.245, 0.887, 1.798], [4.231, 1.043, 2.813], [3.480, 2.262, 2.629], [2.741, 2.169, 1.244], [3.087, 0.887, 0.627], [2.644, -0.231, 1.472], [3.365, -0.108, 2.863], [4.768, -0.146, -0.093], [4.848, 1.611, -0.256], [5.928, 1.735, 1.826], [5.815, -0.020, 1.996], [4.163, 3.110, 2.647], [2.765, 2.374, 3.443], [3.054, 2.975, 0.581], [1.659, 2.221, 1.368], [2.900, -1.173, 0.987], [1.564, -0.175, 1.592], [3.959, -0.999, 3.069], [2.637, 0.019, 3.664]],
  "atomic_forces_ev_per_a": [[0.5, 1.3, 1.4], [0.1, -0.2, -0.1], [-0.4, 0.5, 0.0], [0.2, -0.2, -0.1], [0.0, -0.2, 0.4], [-0.9, 0.1, 0.3], [0.5, 0.1, -0.7], [0.6, 0.3, -0.5], [-0.6, -0.7, -0.3], [1.2, 1.5, -0.4], [0.1, -0.1, 0.4], [-0.4, -0.5, -0.4], [0.2, 0.3, 0.1], [0.2, 0.3, 0.1], [0.1, 0.8, -0.1], [0.2, -0.5, 0.7], [-0.1, 0.1, -0.4], [-0.1, 0.1, -0.3], [0.1, -0.2, -0.4], [0.1, 0.1, 0.7], [0.1, 0.0, -0.3], [0.1, -0.2, -0.3], [0.0, 0.0, 0.0], [0.0, 0.1, 0.0], [0.0, 0.1, 0.0], [0.1, 0.0, 0.1], [-0.1, 0.0, 0.0], [-0.1, 0.0, 0.0], [0.0, 0.0, 0.0], [0.0, -0.1, -0.1], [0.1, 0.0, 0.0], [0.0, 0.0, 0.1], [0.0, -0.1, 0.0], [0.0, 0.0, -0.1], [-0.1, 0.0, 0.0], [0.0, -0.1, 0.0], [0.0, 0.0, 0.0], [-0.1, 0.0, 0.0], [-0.1, 0.1, -0.1], [0.1, 0.0, 0.1], [0.1, 0.0, 0.1], [0.0, 0.0, 0.0], [0.0, 0.0, 0.0], [0.0, 0.0, 0.0], [0.0, -0.1, 0.0], [0.0, 0.0, -0.1], [0.0, 0.0, 0.0], [0.0, 0.0, 0.0], [0.0, 0.0, 0.1], [0.0, 0.0, 0.0], [0.0, 0.1, 0.0], [0.0, 0.0, 0.0], [-1.0, 0.3, 0.3], [0.1, 0.0, 0.2], [-0.2, 0.0, -0.5], [0.0, -1.7, 0.5], [0.0, -0.3, 0.1], [0.9, -0.1, 0.4], [0.0, 0.0, 0.0], [0.0, -0.1, 0.0], [0.0, -0.1, 0.0], [0.0, -0.1, 0.0], [0.8, 0.0, 0.0], [-0.4, 0.0, -0.4], [0.7, 0.1, 1.2], [-0.1, -0.3, -0.6], [-0.1, 0.7, 0.5], [-1.8, -1.1, -2.0], [0.2, -0.5, 1.2], [-0.3, 0.0, -0.6], [-0.2, 0.0, 0.0], [-0.1, 0.0, 0.0], [0.0, 0.0, 0.0], [0.0, 0.0, 0.0], [0.0, 0.0, 0.0], [0.0, 0.0, 0.0], [0.0, -0.1, -0.1], [0.0, -0.1, -0.1], [0.0, 0.1, -0.2], [0.1, 0.0, -0.1], [0.0, 0.0, 0.0], [0.0, 0.0, 0.0]],
  "de_lowest_ev": 0.0000,
  "e_homo_ev": [-12.9, -12.9],
  "e_lumo_ev": [-6.77, -6.75],
  "charge": 2,
  "multiplicity": 2,
  "s_squared": 0.759,
  "total_energy_ha": -3001.31707
}

=====

Record 2
{
  "formula": "C34H69Br18ClIN2O2",
  "method": "ωB97M-V with the def2-TZVPD basis set",
  "elements": ["C", "C", "C", "O", "C", "C", "O", "C", "C", "C", "C", "Cl", "C", "N", "C", "C", "C", "N", "C", "I", "C", "C", "H", "H", "H", "H", "H", "H", "H", "H", "H", "H", "H", "H", "H", "H", "H", "H", "H", "H", "H", "H", "H", "H", "H", "H", "H", "H", "H", "H", "H", "H", "H", "H", "H", "Br", "C", "C", "Br", "H", "H", "H", "H", "Br", "C", "C", "Br", "H", "H", "H", "H", "Br", "C", "C", "Br", "H", "H", "H", "H", "Br", "C", "C", "Br", "H", "H", "H", "H", "Br", "C", "C", "Br", "H", "H", "H", "H", "Br", "C", "C", "Br", "H", "H", "H", "H", "Br", "C", "C", "Br", "H", "H", "H", "H", "Br", "C", "C", "Br", "H", "H", "H", "H", "Br", "C", "C", "Br", "H", "H", "H", "H"],
  "positions_angstrom": [[0.190, 0.852, 6.656], [-0.668, 0.886, 5.387], [-0.047, 0.161, 4.191], [-0.385, 0.818, 2.952], [0.639, 0.912, 2.027], [0.880, -0.434, 1.318], [0.846, -0.303, -0.080], [1.729, 0.719, -0.511], [2.088, 0.452, -1.968], [3.567, 0.654, -2.351], [3.811, 1.489, -3.599], [2.875, 3.014, -3.621], [1.055, 2.095, -0.244], [0.093, 2.512, -1.234], [2.150, 3.155, -0.034], [1.889, 4.616, -0.465], [2.450, 5.696, 0.468], [0.125, 1.879, 1.003], [-0.439, 3.192, 1.527], [0.654, 3.988, 3.185], [-1.926, 3.123, 1.852], [-2.571, 4.520, 1.842], [-0.094, 0.024, 7.308], [1.253, 0.731, 6.423], [0.083, 1.774, 7.228], [-1.635, 0.417, 5.603], [-0.882, 1.916, 5.093], [-0.428, -0.865, 4.128], [1.044, 0.090, 4.281], [1.559, 1.315, 2.468], [1.841, -0.859, 1.637], [0.072, -1.113, 1.599], [2.652, 0.668, 0.091], [1.453, 1.017, -2.650], [1.822, -0.600, -2.108], [4.013, -0.323, -2.557], [4.138, 1.087, -1.523], [4.856, 1.793, -3.656], [3.562, 0.947, -4.515], [-0.400, 1.712, -1.621], [0.560, 2.962, -2.011], [2.504, 3.109, 1.003], [2.985, 2.788, -0.644], [0.825, 4.786, -0.637], [2.370, 4.740, -1.440], [2.843, 6.532, -0.117], [3.274, 5.314, 1.076], [1.695, 6.107, 1.137], [-0.685, 1.385, 0.608], [-0.280, 3.897, 0.713], [-2.068, 2.642, 2.817], [-2.397, 2.497, 1.088], [-1.877, 5.284, 1.476], [-3.447, 4.540, 1.193], [-2.881, 4.827, 2.842], [-2.753, -0.530, 0.641], [-3.042, -1.360, 2.375], [-2.872, -2.854, 2.349], [-4.405, -3.750, 1.569], [-4.039, -1.071, 2.694], [-2.307, -0.903, 3.034], [-2.817, -3.208, 3.378], [-1.992, -3.181, 1.805], [2.454, 4.369, -9.510], [1.884, 5.120, -7.811], [1.709, 4.065, -6.752], [0.114, 2.990, -7.022], [0.963, 5.659, -8.009], [2.663, 5.818, -7.513], [1.594, 4.529, -5.777], [2.545, 3.373, -6.728], [-5.770, -3.611, 7.935], [-5.778, -3.760, 6.000], [-4.654, -2.974, 5.387], [-4.969, -1.054, 5.401], [-6.753, -3.419, 5.667], [-5.664, -4.819, 5.779], [-4.518, -3.203, 4.337], [-3.714, -3.127, 5.908], [-1.082, -1.918, 6.223], [-0.570, -3.059, 7.719], [-1.706, -3.235, 8.694], [-2.024, -1.633, 9.737], [0.291, -2.585, 8.177], [-0.282, -4.014, 7.288], [-1.463, -4.022, 9.404], [-2.645, -3.468, 8.200], [-9.195, -3.176, 4.415], [-8.889, -4.980, 3.757], [-9.669, -6.020, 4.514], [-8.953, -6.336, 6.292], [-7.819, -5.153, 3.828], [-9.190, -4.973, 2.712], [-9.617, -6.974, 3.995], [-10.709, -5.742, 4.648], [-9.909, -9.897, 3.524], [-11.354, -10.079, 2.237], [-11.663, -8.784, 1.533], [-12.588, -7.518, 2.680], [-12.208, -10.459, 2.788], [-11.022, -10.822, 1.516], [-12.325, -8.963, 0.690], [-10.761, -8.288, 1.190], [5.804, 5.121, -5.046], [6.575, 4.068, -6.490], [6.281, 2.602, -6.336], [7.330, 1.782, -4.912], [7.639, 4.277, -6.489], [6.125, 4.443, -7.407], [6.530, 2.063, -7.245], [5.237, 2.425, -6.091], [3.589, -0.187, -12.452], [4.333, 1.521, -11.915], [5.543, 1.359, -11.033], [5.051, 0.776, -9.242], [3.538, 2.062, -11.412], [4.608, 2.037, -12.832], [6.054, 2.310, -10.911], [6.234, 0.615, -11.416], [12.972, -1.118, -2.953], [11.527, -1.157, -4.247], [10.730, 0.120, -4.248], [9.586, 0.269, -2.682], [10.913, -2.017, -4.001], [11.993, -1.305, -5.218], [10.062, 0.153, -5.106], [11.367, 0.998, -4.243]],
  "atomic_forces_ev_per_a": [[0.2, 0.3, 0.2], [-0.2, 0.1, -0.1], [0.1, -0.2, -0.1], [-0.1, 0.3, 0.3], [-0.1, -0.2, 0.0], [0.1, -0.2, 0.1], [-0.1, 0.0, -0.2], [0.1, 0.1, 0.2], [0.0, -0.4, -0.3], [0.0, 0.1, 0.0], [0.3, -0.2, -0.1], [-0.1, 0.2, 0.1], [-0.2, 0.2, -0.1], [0.1, -0.2, 0.0], [0.2, -0.1, 0.1], [0.0, 0.0, -0.3], [0.1, 0.1, 0.0], [0.3, 0.2, 0.1], [0.0, 0.1, -0.1], [0.0, 0.0, 0.1], [0.1, 0.1, -0.1], [0.1, 0.1, 0.1], [0.1, 0.4, 0.0], [-0.1, 0.1, 0.0], [0.0, 0.0, -0.1], [0.0, 0.4, -0.1], [0.2, 0.0, 0.0], [0.3, 0.2, -0.2], [0.0, 0.1, 0.0], [-0.1, 0.1, -0.1], [-0.1, 0.0, 0.0], [0.1, 0.1, -0.1], [-0.1, 0.0, 0.0], [0.0, 0.0, 0.1], [0.0, 0.1, -0.1], [0.1, 0.1, 0.1], [-0.1, 0.0, 0.0], [-0.1, -0.1, 0.0], [-0.1, 0.1, 0.2], [-0.1, -0.1, 0.0], [0.0, 0.2, 0.0], [-0.1, 0.0, -0.1], [-0.1, 0.1, 0.2], [0.0, 0.1, 0.0], [-0.2, 0.0, 0.1], [-0.1, -0.1, 0.1], [0.0, 0.0, 0.0], [0.0, -0.1, 0.0], [-0.1, 0.0, 0.0], [0.0, -0.2, 0.2], [-0.1, -0.2, -0.1], [0.0, 0.0, 0.1], [-0.1, -0.1, 0.0], [0.1, 0.0, 0.1], [0.0, 0.0, -0.1], [0.0, 0.0, -0.2], [0.1, 0.1, 0.1], [-0.1, 0.0, 0.1], [0.0, 0.0, -0.1], [0.1, 0.0, 0.0], [0.0, 0.0, 0.0], [0.2, 0.0, -0.1], [0.0, 0.0, 0.0], [0.0, 0.0, 0.0], [0.0, 0.0, -0.1], [0.0, 0.0, 0.0], [0.0, 0.0, 0.0], [0.0, 0.0, 0.0], [0.0, 0.0, 0.0], [0.0, 0.0, 0.0], [0.0, 0.0, 0.0], [0.0, 0.0, 0.0], [-0.1, 0.0, 0.0], [0.2, 0.2, 0.0], [0.0, 0.1, 0.2], [0.0, 0.0, 0.0], [0.0, 0.0, 0.0], [-0.3, -0.3, 0.0], [0.0, 0.0, 0.0], [-0.3, -1.4, 0.3], [-0.1, -0.1, 0.0], [0.0, 0.0, 0.0], [0.0, 0.0, -0.1], [0.0, 0.0, 0.0], [0.0, 0.0, 0.0], [0.0, 0.0, 0.0], [0.0, -0.1, 0.0], [0.0, 0.0, 0.0], [0.0, 0.0, 0.0], [0.0, 0.0, 0.1], [0.1, 0.1, 0.0], [0.0, 0.0, -0.1], [0.0, 0.0, 0.0], [0.0, 0.0, 0.0], [0.0, 0.0, 0.0], [0.0, 0.0, 0.0], [0.0, 0.0, 0.0], [0.0, 0.0, 0.0], [0.0, 0.0, 0.0], [0.0, 0.0, 0.0], [0.0, 0.0, 0.0], [0.0, 0.0, 0.0], [0.0, 0.0, 0.0], [0.0, 0.0, 0.0], [0.0, 0.1, 0.0], [0.1, -0.1, 0.1], [0.0, 0.1, -0.1], [0.0, 0.0, 0.0], [0.0, 0.0, 0.0], [0.0, 0.0, 0.0], [0.0, 0.0, -0.1], [0.0, 0.0, 0.0], [0.0, -0.1, 0.0], [0.0, 0.0, 0.0], [0.0, -0.1, -0.1], [0.0, 0.0, 0.0], [0.0, 0.0, 0.0], [0.0, 0.0, 0.0], [0.0, 0.0, 0.0], [0.0, 0.0, 0.0], [0.0, 0.0, 0.0], [0.0, 0.0, 0.0], [0.0, 0.0, 0.1], [0.0, 0.0, 0.0], [0.0, 0.0, 0.0], [0.0, 0.0, 0.0], [0.0, 0.0, 0.0]],
  "e_homo_ev": -11.3,
  "e_lumo_ev": -2.06,
  "charge": 1,
  "total_energy_ha": -48686.80761
}

=====

Record 3
{
  "formula": "C30H39BrFeN2S2",
  "method": "ωB97M-V with the def2-TZVPD basis set",
  "elements": ["Fe", "C", "C", "C", "C", "C", "C", "C", "C", "C", "C", "C", "C", "C", "C", "C", "C", "C", "H", "H", "H", "H", "H", "H", "H", "H", "H", "H", "H", "H", "H", "H", "H", "H", "H", "H", "H", "H", "H", "H", "H", "H", "H", "H", "H", "H", "H", "C", "C", "C", "C", "C", "Br", "N", "C", "H", "H", "H", "H", "H", "H", "S", "C", "N", "C", "C", "C", "C", "C", "C", "S", "H", "H", "H", "H"],
  "positions_angstrom": [[-0.155, 0.223, -0.625], [0.986, 0.310, 1.126], [1.809, 0.705, 0.019], [1.202, 1.912, -0.509], [0.024, 2.150, 0.245], [-0.106, 1.176, 1.279], [-1.058, 1.246, 2.456], [-2.423, 1.817, 2.066], [-1.248, -0.121, 3.114], [-0.415, 2.195, 3.482], [1.663, 2.950, -1.550], [3.077, 3.447, -1.212], [1.613, 2.468, -3.003], [0.768, 4.198, -1.479], [3.140, -0.010, -0.237], [4.241, 0.630, 0.627], [3.053, -1.480, 0.204], [3.555, -0.042, -1.711], [1.170, -0.555, 1.742], [-0.649, 2.975, 0.096], [-2.962, 1.157, 1.388], [-2.326, 2.793, 1.588], [-3.035, 1.949, 2.963], [-1.701, -0.836, 2.426], [-1.902, -0.028, 3.983], [-0.298, -0.532, 3.460], [-0.263, 3.185, 3.048], [0.557, 1.815, 3.802], [-1.054, 2.298, 4.362], [3.845, 2.707, -1.409], [3.143, 3.741, -0.162], [3.304, 4.324, -1.824], [2.120, 1.521, -3.159], [2.075, 3.221, -3.647], [0.577, 2.341, -3.324], [0.805, 4.666, -0.494], [-0.270, 3.971, -1.718], [1.124, 4.925, -2.212], [3.978, 0.554, 1.684], [4.396, 1.680, 0.399], [5.188, 0.105, 0.476], [2.847, -1.588, 1.269], [4.015, -1.961, 0.016], [2.290, -2.019, -0.356], [3.811, 0.937, -2.105], [2.753, -0.458, -2.325], [4.438, -0.676, -1.823], [-4.544, -2.617, 0.584], [-4.073, -1.387, -0.136], [-4.931, -0.560, -0.851], [-4.420, 0.539, -1.511], [-3.056, 0.785, -1.440], [-2.412, 2.299, -2.355], [-2.209, 0.018, -0.765], [-2.734, -1.043, -0.129], [-5.544, -2.476, 0.993], [-3.870, -2.874, 1.401], [-4.578, -3.472, -0.095], [-5.992, -0.772, -0.893], [-5.052, 1.205, -2.078], [-2.032, -1.647, 0.423], [-0.112, -0.301, -3.006], [-0.117, -1.808, -2.238], [-0.051, -1.786, -0.925], [-0.101, -3.048, -0.367], [-0.068, -3.351, 0.993], [-0.138, -4.676, 1.385], [-0.235, -5.700, 0.441], [-0.268, -5.411, -0.914], [-0.204, -4.082, -1.309], [-0.238, -3.412, -2.920], [0.015, -2.552, 1.719], [-0.110, -4.923, 2.438], [-0.284, -6.730, 0.768], [-0.342, -6.204, -1.646]],
  "atomic_forces_ev_per_a": [[0.0, -0.1, 0.0], [0.1, 0.0, 0.0], [0.0, 0.1, 0.0], [0.0, 0.1, 0.1], [0.0, 0.0, 0.0], [0.0, -0.1, 0.0], [0.0, 0.0, 0.0], [0.0, 0.0, 0.0], [0.0, 0.0, 0.0], [0.0, 0.0, 0.0], [0.0, 0.0, 0.0], [0.0, 0.0, 0.0], [0.0, 0.0, 0.0], [0.0, 0.0, 0.0], [0.0, 0.0, 0.0], [0.0, 0.0, 0.0], [0.0, 0.0, 0.0], [0.0, 0.0, 0.0], [0.0, 0.0, 0.0], [0.0, 0.0, 0.0], [0.0, 0.0, 0.0], [0.0, 0.0, 0.0], [0.0, 0.0, 0.0], [0.0, 0.0, 0.0], [0.0, 0.0, 0.0], [0.0, 0.0, 0.0], [0.0, 0.0, 0.0], [0.0, 0.0, 0.0], [0.0, 0.0, 0.0], [0.0, 0.0, 0.0], [0.0, 0.0, 0.0], [0.0, 0.0, 0.0], [0.0, 0.0, 0.0], [0.0, 0.0, 0.0], [0.0, 0.0, 0.0], [0.0, 0.0, 0.0], [0.0, 0.0, 0.0], [0.0, 0.0, 0.0], [0.0, 0.0, 0.0], [0.0, 0.1, -0.1], [0.0, 0.0, 0.0], [0.0, 0.0, 0.0], [0.0, 0.0, 0.0], [0.0, 0.0, 0.0], [0.0, 0.0, 0.0], [0.0, 0.0, 0.0], [0.0, 0.0, 0.0], [0.0, 0.0, 0.0], [0.0, 0.0, 0.0], [0.0, 0.0, 0.0], [0.0, 0.0, 0.0], [0.0, 0.0, 0.0], [0.0, 0.0, 0.0], [0.0, 0.1, -0.1], [0.0, 0.0, 0.0], [0.0, 0.0, 0.0], [0.0, 0.0, 0.0], [0.0, 0.0, 0.0], [0.0, 0.0, 0.0], [0.0, 0.0, 0.0], [0.0, 0.0, 0.0], [0.0, -0.1, 0.0], [0.0, 0.0, 0.0], [-0.1, 0.0, 0.0], [0.0, 0.0, 0.0], [0.0, 0.0, 0.0], [0.0, 0.0, 0.0], [0.0, 0.0, 0.0], [0.0, 0.0, 0.0], [0.0, 0.0, 0.0], [0.0, 0.0, 0.0], [0.0, 0.0, 0.0], [0.0, 0.0, 0.0], [0.0, 0.0, 0.0], [0.0, 0.0, 0.0]],
  "e_homo_ev": [-7.4, -7.4],
  "e_lumo_ev": [0.32, 0.32],
  "charge": 0,
  "total_energy_ha": -5910.23033
}